Computed, not measured: 2 unconnected molecules or ions with the total composition C5H8N2S, with ωB97M-V/def2-TZVPD.

```
16
Properties=species:S:1:pos:R:3:forces:R:3:mulliken_charge:R:1
C 0.910 -1.139 0.099 -0.374 0.729 -1.335 -1.277
C 0.430 0.204 -0.317 1.164 2.370 1.949 0.598
C 0.517 0.682 -1.707 0.451 2.801 -0.758 -1.272
C 0.273 1.118 0.643 0.381 -0.316 0.025 0.107
N 0.364 1.900 1.587 0.708 -0.272 -0.838 -0.571
H 0.808 -1.253 1.134 -0.535 -0.904 1.280 0.363
H 0.432 -1.796 -0.583 -1.013 -1.457 0.168 0.389
H 1.915 -1.339 -0.116 1.932 0.374 -0.353 0.397
H 1.564 1.055 -2.021 -1.220 -1.254 0.392 0.268
H 0.108 -0.082 -2.359 0.014 0.262 -0.550 0.331
H -0.037 1.692 -1.762 0.293 -1.774 -0.326 0.315
H -0.379 2.295 2.135 -0.719 -0.235 -0.079 0.269
N -1.673 -0.735 1.627 0.112 0.090 0.807 -0.523
C -1.946 -0.945 0.482 0.485 0.447 2.498 0.701
S -2.449 -1.309 -0.902 -1.034 -0.629 -2.603 -0.377
H -0.838 -0.349 2.062 -0.645 -0.231 -0.277 0.282
```
Positions in Å, forces in eV/Å.

Calculated values
- maximum force (eV Å⁻¹) = 3.28
- SMILES = CC(C)=C=N.N=C=S
- LUMO energy (eV) = 0.71
- ΔE to the lowest compared entry with this formula, charge and spin (eV) = 2.922
- orbital gap (eV) = 8.95
- HOMO level (hartree) = -0.303
- DFT total energy (eV) = -19127.4993

=====

Computed, not measured: 30 unconnected molecules or ions with the total composition H60O30, with ωB97M-V/def2-TZVPD.

```
90
Properties=species:S:1:pos:R:3:forces:R:3:mulliken_charge:R:1
O -4.020 1.145 2.286 0.723 1.077 0.667 -0.647
H -4.020 0.451 1.628 -0.079 -0.221 -0.511 0.325
H -3.199 1.670 2.060 -0.865 -0.707 0.059 0.442
O -2.107 -5.149 -2.563 0.512 0.265 0.142 -0.656
H -2.947 -5.471 -2.266 -0.760 -0.426 -0.034 0.290
H -1.828 -4.610 -1.813 0.293 0.258 -0.060 0.315
O -0.259 -0.158 -1.131 0.440 -0.067 0.363 1.042
H -1.136 0.172 -1.290 -0.528 0.196 -0.355 -0.129
H 0.102 -0.667 -1.887 -0.282 -0.102 -0.189 -0.199
O 1.387 -4.630 1.238 0.833 0.425 0.365 -0.711
H 0.571 -5.063 1.054 -0.982 -0.492 -0.232 0.285
H 1.211 -3.998 1.976 0.180 -0.261 -0.472 0.420
O 5.272 -0.081 0.286 0.476 0.537 0.666 -0.522
H 6.193 0.123 0.504 -0.042 -0.266 -0.308 0.279
H 4.825 0.551 0.881 -0.403 -0.209 -0.329 0.304
O 2.266 -2.665 -0.447 -0.054 -0.074 -0.227 -0.629
H 1.902 -3.451 0.017 0.129 -0.055 0.125 0.361
H 2.165 -1.939 0.185 -0.003 0.132 -0.040 0.104
O 0.795 3.007 -2.218 -0.425 -0.010 1.134 -0.594
H 1.197 2.392 -2.840 -0.086 0.129 -0.598 0.276
H 0.676 3.894 -2.557 0.374 -0.068 -0.512 0.238
O -0.655 1.503 3.738 0.693 0.687 -1.220 -0.468
H -1.418 1.106 4.162 -0.609 -0.048 0.529 0.268
H -0.984 2.021 2.960 0.134 -0.845 0.807 0.254
O -1.359 -0.911 -4.885 -0.246 -2.048 -0.379 -0.711
H -0.516 -0.648 -4.529 0.656 0.711 0.444 0.246
H -1.214 -1.901 -4.964 -0.484 1.153 0.070 0.410
O 1.581 3.630 3.604 -1.998 -1.112 -0.036 -0.668
H 0.844 3.659 2.937 1.292 0.238 0.680 0.261
H 1.140 2.999 4.241 0.844 0.821 -0.652 0.360
O -2.993 0.748 5.172 -0.191 -0.472 -0.206 -0.703
H -3.323 -0.158 5.103 0.373 -0.247 0.398 0.325
H -3.482 1.105 4.426 -0.277 0.634 -0.435 0.342
O -5.319 3.835 2.805 -0.081 0.032 -0.007 -0.699
H -5.628 4.487 2.169 -0.182 -0.083 -0.074 0.327
H -5.424 2.967 2.385 0.205 -0.051 0.081 0.333
O 1.162 -2.532 2.767 -0.966 1.032 -1.026 -0.777
H 1.598 -2.252 3.553 0.707 0.267 1.148 0.310
H 1.113 -1.683 2.241 0.129 -0.753 0.105 0.222
O -1.849 2.505 1.218 -0.503 0.545 -0.226 -0.836
H -2.213 3.383 1.558 0.373 -0.867 -0.572 0.483
H -2.269 2.268 0.353 0.631 0.492 0.517 0.272
O 3.816 1.713 2.076 -0.627 0.634 -0.360 -0.667
H 4.132 1.602 2.971 0.326 0.319 0.463 0.299
H 3.264 2.535 2.081 0.397 -0.849 0.013 0.251
O -1.820 -1.687 3.008 -0.207 1.027 -0.597 -0.730
H -1.656 -0.744 2.759 -0.079 -0.983 0.347 0.333
H -0.948 -2.088 3.036 0.512 -0.047 0.271 0.384
O -3.490 -0.044 -0.245 0.204 -0.089 -0.342 -0.654
H -3.355 -0.998 -0.113 0.125 0.297 -0.463 0.298
H -3.450 0.151 -1.205 -0.218 -0.415 0.528 0.197
O 3.759 -1.137 -4.564 -0.453 0.249 1.408 -0.567
H 4.274 -1.268 -3.738 -0.326 -0.046 -0.328 0.318
H 4.370 -1.321 -5.255 0.712 -0.259 -0.907 0.256
O 1.257 0.616 -3.950 0.731 0.395 1.288 -0.577
H 1.975 0.621 -3.244 -1.093 -0.422 -0.381 0.328
H 1.781 0.600 -4.742 0.320 -0.087 -0.845 0.301
O 1.173 -0.365 0.975 -0.500 0.244 -0.271 0.723
H 0.460 -0.146 0.283 0.879 -0.368 0.611 -0.110
H 1.407 0.497 1.355 -0.093 0.006 -0.126 0.026
O 0.768 -2.105 -2.727 0.559 0.578 -2.042 -0.663
H 1.341 -2.327 -1.982 0.583 -0.217 0.424 0.303
H 1.362 -1.846 -3.501 -0.928 -0.395 1.662 0.299
O 4.685 -1.919 -1.856 1.333 0.375 1.035 -0.672
H 3.962 -2.478 -1.570 -0.571 -0.285 0.293 0.304
H 5.231 -1.817 -1.019 -1.054 0.154 -1.495 0.292
O 1.210 2.478 0.699 -0.641 0.452 -0.019 -0.475
H 0.315 2.813 0.935 0.536 -0.538 -0.374 0.236
H 1.233 2.554 -0.275 -0.008 0.078 0.232 0.179
O -0.690 -4.042 -4.888 0.211 -0.630 1.094 -0.639
H 0.121 -4.101 -4.339 -0.478 0.349 -0.548 0.267
H -1.290 -4.591 -4.329 0.170 0.599 -0.512 0.370
O -1.990 2.548 -1.710 -0.314 0.307 1.006 -0.644
H -2.346 2.096 -2.465 -0.255 -0.537 -0.775 0.282
H -1.055 2.699 -1.879 0.466 -0.134 -0.191 0.355
O 2.341 0.152 3.974 0.911 -0.930 0.519 -0.722
H 1.435 0.401 4.083 -1.021 0.575 -0.131 0.325
H 2.692 0.582 3.194 -0.319 0.191 -0.397 0.307
O -2.692 4.422 2.732 0.063 -0.738 -0.194 -0.528
H -2.463 5.302 2.973 0.269 1.008 0.296 0.226
H -3.639 4.287 2.917 -0.289 -0.086 0.066 0.344
O -3.401 0.420 -3.520 0.888 -0.916 1.319 -0.608
H -2.886 -0.240 -4.038 0.019 0.560 -0.013 0.388
H -3.902 0.962 -4.098 -0.660 0.530 -1.042 0.267
O -1.403 -2.788 0.146 0.084 0.434 0.934 -0.546
H -1.519 -2.608 1.108 -0.234 -0.278 -0.697 0.312
H -0.772 -2.090 -0.092 -0.123 -0.133 -0.375 0.175
O 2.743 0.591 -1.629 -1.140 0.785 0.327 -0.661
H 3.495 0.021 -1.682 1.097 -0.843 0.228 0.249
H 2.321 0.429 -0.761 0.288 -0.066 -0.542 0.126
```
Positions in Å, forces in eV/Å.

Calculated values
- maximum force (eV Å⁻¹) = 2.29
- LUMO energy (eV) = 0.05
- ΔE to the lowest compared entry with this formula, charge and spin (eV) = 0.000
- orbital gap (eV) = 11.03
- HOMO level (hartree) = -0.404
- DFT total energy (eV) = -62405.2688

=====

Computed, not measured: 7 unconnected molecules or ions with the total composition C5H18F5INO6, with ωB97M-V/def2-TZVPD.

```
36
Properties=species:S:1:pos:R:3:forces:R:3:mulliken_charge:R:1
F 3.749 -0.291 0.434 -0.027 -0.016 0.023 -0.316
C 2.448 -0.070 0.728 0.087 -0.069 -0.266 0.465
F 1.833 -1.263 0.668 -0.012 -0.097 0.300 -0.241
F 2.400 0.391 1.970 -0.094 -0.004 0.064 -0.262
C 1.783 0.860 -0.295 0.139 -0.206 0.097 0.985
F 2.539 1.999 -0.319 0.127 0.214 0.121 -0.365
F 2.035 0.247 -1.498 -0.032 0.049 -0.277 -0.349
C 0.338 1.141 -0.041 -0.159 0.250 -0.079 -1.004
C -0.650 0.246 -0.779 -0.172 0.016 0.152 0.233
C -2.113 0.576 -0.321 -0.032 -0.263 0.125 -0.801
N -2.197 1.186 0.989 -0.132 -0.030 0.080 -0.666
I -3.209 -0.057 2.319 0.265 -0.028 0.073 -0.328
H 0.193 2.194 -0.296 -0.124 -0.090 0.003 0.408
H 0.104 1.065 1.026 0.037 0.118 -0.052 0.444
H -0.446 -0.808 -0.556 0.071 0.156 -0.133 -0.131
H -0.564 0.410 -1.858 0.046 -0.213 0.043 0.302
H -2.661 -0.372 -0.389 -0.020 0.122 -0.185 0.480
H -2.563 1.227 -1.099 0.107 0.117 0.119 0.153
O 0.701 -3.995 1.421 0.115 0.040 0.114 -0.682
H 1.158 -3.146 1.392 -0.028 0.076 0.113 0.371
H 1.396 -4.591 1.719 -0.015 -0.052 -0.151 0.322
O 3.556 -3.659 0.300 0.136 -0.029 -0.018 -0.632
H 3.964 -2.798 0.446 -0.044 -0.003 -0.015 0.290
H 3.045 -3.545 -0.509 -0.065 0.014 0.045 0.338
O 1.265 2.637 -3.281 0.067 0.025 -0.130 -0.599
H 1.697 3.467 -3.501 0.001 -0.006 0.068 0.296
H 1.906 2.152 -2.750 -0.080 -0.030 0.027 0.314
O -0.676 -3.325 -1.089 0.128 0.004 -0.230 -0.615
H -0.759 -4.244 -1.359 -0.030 0.022 0.068 0.281
H -0.181 -3.371 -0.260 -0.178 -0.194 0.058 0.320
O -0.251 3.918 1.505 0.203 0.213 -0.136 -0.592
H -0.596 3.738 2.385 -0.137 -0.150 -0.100 0.300
H 0.264 4.727 1.572 -0.033 -0.015 0.157 0.263
O -6.139 1.070 0.753 -0.167 0.069 -0.032 -0.546
H -6.384 1.890 0.314 0.036 -0.004 -0.031 0.281
H -6.901 0.491 0.661 0.017 -0.007 -0.015 0.282
```
Positions in Å, forces in eV/Å.

Calculated values
- maximum force (eV Å⁻¹) = 0.32
- LUMO energy (eV) = 2.67
- net charge = -1
- orbital gap (eV) = 4.69
- HOMO level (hartree) = -0.074
- DFT total energy (eV) = -40940.0902

=====

Computed, not measured: a molecular structure, C24H33BN17S3W, with ωB97M-V/def2-TZVPD.

```
79
Properties=species:S:1:pos:R:3:forces:R:3:mulliken_charge:R:1
W -0.430 -0.799 1.028 -1.251 1.216 0.013 0.119
C -0.867 2.516 2.670 0.151 0.076 0.135 -0.886
C 0.151 2.318 1.599 -0.005 0.040 -0.105 0.427
C 1.068 3.239 1.116 -0.074 -0.008 0.112 -1.833
C 1.857 2.530 0.227 -0.091 0.039 0.083 -0.376
N 1.421 1.265 0.174 0.215 0.146 -0.327 1.444
N 0.351 1.134 0.997 0.276 0.088 -0.008 0.555
B 2.316 0.027 -0.277 -0.105 -0.080 -0.010 0.219
N 2.631 -0.677 1.056 0.292 -0.007 -0.032 0.518
C 3.758 -1.175 1.578 0.012 0.017 0.089 0.141
C 3.457 -1.819 2.756 -0.082 -0.040 0.016 -1.653
C 2.077 -1.694 2.911 0.092 0.104 0.034 0.684
C 1.272 -2.139 4.083 0.051 -0.085 -0.028 -1.385
N 1.577 -1.015 1.859 -0.288 -0.225 0.161 -0.305
N 1.549 -1.058 -1.085 0.336 -0.057 -0.072 1.730
C 1.938 -1.654 -2.211 -0.078 -0.018 -0.017 -0.100
C 1.141 -2.764 -2.426 -0.212 -0.033 0.091 -1.758
C 0.242 -2.799 -1.366 0.012 0.037 -0.206 0.713
C -0.828 -3.803 -1.113 0.128 -0.032 0.052 -1.741
N 0.510 -1.754 -0.543 0.086 -0.100 -0.415 0.111
N 3.412 0.570 -1.133 -0.030 0.017 0.055 0.603
C 4.772 0.612 -1.110 0.021 -0.063 0.177 -0.106
C 5.189 1.292 -2.218 0.007 0.005 -0.093 -1.304
C 4.003 1.648 -2.903 0.062 -0.025 0.131 0.620
C 3.877 2.412 -4.179 -0.067 -0.027 0.031 -1.314
N 2.940 1.215 -2.247 -0.048 0.034 -0.058 -0.968
H -1.224 3.545 2.683 -0.030 -0.009 0.003 0.491
H -0.472 2.271 3.656 -0.050 -0.055 0.008 0.386
H -2.341 1.911 1.453 -0.147 -0.108 -0.093 -0.715
H 1.167 4.275 1.391 -0.026 -0.011 0.001 0.581
H 2.700 2.867 -0.350 0.033 -0.130 -0.063 0.592
H 4.713 -1.035 1.100 -0.088 -0.030 0.022 0.457
H 4.140 -2.315 3.423 -0.007 0.054 0.026 0.554
H 1.884 -2.071 4.981 -0.002 0.016 0.000 0.516
H 0.966 -3.181 3.977 -0.051 0.020 -0.004 0.255
H 0.393 -1.514 4.219 0.000 0.006 0.074 0.126
H 2.743 -1.259 -2.807 0.023 0.055 0.082 0.567
H 1.201 -3.462 -3.244 0.008 -0.002 0.011 0.549
H -1.215 -4.181 -2.059 -0.009 0.025 0.002 0.471
H -1.643 -3.394 -0.520 -0.059 -0.074 0.028 0.413
H -0.428 -4.651 -0.557 0.007 0.016 0.033 0.326
H 5.349 0.167 -0.316 0.008 0.076 -0.088 0.420
H 6.201 1.506 -2.519 0.001 -0.022 0.057 0.474
H 4.860 2.627 -4.589 -0.013 0.013 -0.040 0.402
H 3.358 3.356 -4.014 0.027 0.002 -0.017 0.277
H 3.307 1.841 -4.913 0.028 0.018 -0.020 0.288
C -4.186 1.564 -0.904 0.371 0.158 0.068 -0.804
C -4.224 0.344 0.009 0.270 -0.017 0.021 -1.207
S -2.916 -0.944 -0.135 -0.103 -0.010 -0.204 0.555
C -2.975 -1.252 -1.935 0.159 0.037 0.270 -1.105
C -2.169 -0.320 -2.853 0.284 0.257 0.193 -1.425
S -0.786 0.504 -2.004 -0.031 0.063 -0.394 0.715
C -0.856 2.200 -2.625 -0.181 -0.289 0.088 -0.977
C -2.091 3.033 -2.258 0.089 -0.255 0.342 -0.803
S -2.817 2.743 -0.612 -0.151 0.011 0.108 0.052
H -5.103 2.124 -0.723 -0.084 -0.103 -0.063 0.615
H -4.169 1.277 -1.952 -0.071 -0.004 0.013 0.220
H -5.134 -0.214 -0.218 -0.054 -0.013 0.123 0.720
H -4.270 0.617 1.064 -0.020 0.003 0.001 0.431
H -4.035 -1.222 -2.185 -0.017 -0.094 -0.025 0.690
H -2.643 -2.281 -2.041 -0.047 0.042 -0.051 0.418
H -2.792 0.451 -3.303 -0.050 -0.053 0.027 0.536
H -1.739 -0.910 -3.659 -0.102 -0.023 -0.057 0.630
H -0.757 2.148 -3.709 0.079 0.138 -0.013 0.653
H 0.065 2.629 -2.230 -0.017 0.089 -0.004 0.203
H -2.897 2.909 -2.979 -0.011 0.022 -0.028 0.432
H -1.823 4.088 -2.246 -0.047 0.020 -0.128 0.476
N -2.819 -1.435 3.807 -0.002 -0.017 0.129 0.021
C -2.087 -2.426 3.216 0.401 -0.251 -0.424 0.268
N -2.164 -3.723 3.380 -0.492 0.384 0.467 -0.444
N -1.265 -4.254 2.541 0.282 0.127 -0.352 -0.747
N -0.642 -3.332 1.900 0.185 -0.745 0.128 -0.464
N -1.137 -2.142 2.302 0.075 -0.494 0.371 0.797
C -2.688 -0.149 3.422 0.200 0.549 -0.304 0.131
N -3.458 0.819 3.895 -0.233 -0.649 0.371 -0.387
N -3.166 1.958 3.361 0.033 0.466 -0.083 -0.665
N -2.040 1.658 2.413 0.191 0.170 -0.476 0.878
N -1.770 0.271 2.493 0.090 -0.417 0.073 -0.280
H -3.490 -1.666 4.527 -0.057 0.015 -0.019 0.285
```
Positions in Å, forces in eV/Å.

Calculated values
- maximum force (eV Å⁻¹) = 1.74
- LUMO energy (spin up / spin down) (eV) = -6.99 / -7.06
- net charge = +2
- ΔE to the lowest compared entry with this formula, charge and spin (eV) = 0.129
- expectation value of S² = 3.769
- orbital gap (spin up / spin down) (eV) = 6.21 / 7.11
- HOMO level (spin up / spin down) (hartree) = -0.485 / -0.521
- DFT total energy (eV) = -85748.7195
- spin multiplicity = 4